Formula: C3H4F3N
Source: the Open Molecules 2025 dataset
Level of theory: ωB97M-V/def2-TZVPD

Values from the calculation:
Total energy: -12812.9192 eV
Multiplicity: 3
Kohn-Sham gap (alpha / beta): 9.43 / 10.58 eV
LUMO energy (alpha / beta): 0.55 / -0.54 eV
Energy above the lowest of the compared OMol25 structures with the same formula, charge and spin: 0.0 kJ/mol
Strongest force on any atom: 3.3 eV/A

Atoms and positions in Å:
C (1.216068, 0.354882, 2.816739)
C (-0.363351, -0.590614, -0.564956)
C (-0.616016, 0.269787, -1.818216)
N (0.020854, -0.299174, 0.596570)
F (0.098174, -0.145982, -2.832277)
F (-1.902681, 0.130361, -2.273998)
F (-0.447249, 1.581008, -1.694993)
H (1.786567, -0.207429, 1.982155)
H (0.817247, -0.124672, 3.654618)
H (-0.658533, -1.706506, -0.623720)
H (0.048920, 0.738338, 0.758078)

Forces on the atoms, in the same order (eV/Å):
C 2.2795 -1.0836 -2.1815
C -0.8782 -2.2343 0.2917
C -1.9369 0.0289 -0.2699
N -1.0414 1.8205 -0.6398
F 1.4708 -0.5310 -0.5981
F 0.0908 -0.2679 0.9340
F 0.5273 0.1743 0.7695
H -0.9043 1.5406 1.6137
H -0.8023 -0.2480 1.3512
H 0.6759 1.7219 -0.9324
H 0.5188 -0.9214 -0.3385


Formula: C4H6F2S2
Source: the Open Molecules 2025 dataset
Level of theory: ωB97M-V/def2-TZVPD

Values from the calculation:
Total energy: -31349.1201 eV
Kohn-Sham gap: 8.27 eV
LUMO energy: -0.89 eV
Energy above the lowest of the compared OMol25 structures with the same formula, charge and spin: 101.2 kJ/mol
Strongest force on any atom: 4.0 eV/A
SMILES: FC(F)C(=S)CCS

Atoms and positions in Å:
F (0.009569, 1.540151, -1.548308)
C (1.033886, 1.262788, -0.679223)
F (0.651750, 1.867578, 0.486578)
C (1.193589, -0.204189, -0.329153)
S (2.430205, -1.099775, -0.896408)
C (0.299485, -0.793102, 0.843058)
C (-1.131080, -0.453811, 0.607594)
S (-1.683856, -0.703751, -1.140953)
H (1.858206, 1.858482, -1.065064)
H (0.512163, -1.882500, 0.815429)
H (0.660635, -0.389141, 1.769970)
H (-1.475318, -1.162241, 1.259689)
H (-1.339905, 0.600953, 0.980402)
H (-3.019328, -0.441440, -1.103610)

Forces on the atoms, in the same order (eV/Å):
F 0.4014 -0.4027 -0.0629
C -1.0761 1.0910 -0.0382
F 0.1711 0.3355 0.5477
C 1.1695 -1.3150 1.0228
S -0.7445 0.7885 -0.1085
C 2.1647 0.3181 -3.3649
C -0.4327 2.5082 -0.3769
S -0.1107 -0.5077 0.4257
H 0.6138 -0.7822 0.0475
H -0.3073 0.6682 0.0643
H 0.0525 0.2848 0.4907
H -2.5559 -1.4936 1.4750
H 0.0594 -1.4478 -0.6434
H 0.5946 -0.0452 0.5211


Formula: C16H18FN6Pt
Source: the Open Molecules 2025 dataset
Level of theory: ωB97M-V/def2-TZVPD

Values from the calculation:
Total energy: -31783.4087 eV
Kohn-Sham gap: 9.05 eV
Total charge: +1
LUMO energy: -2.20 eV
Energy above the lowest of the compared OMol25 structures with the same formula, charge and spin: 0.0 kJ/mol
Strongest force on any atom: 0.3 eV/A

Atoms and positions in Å:
Pt (-1.020160, -0.962403, 0.260348)
N (-0.571031, 1.104327, 3.895850)
C (-0.547887, -0.173624, 4.402312)
C (-0.686404, -0.996364, 3.332754)
N (-0.794988, -0.233737, 2.191344)
C (-0.719252, 1.030647, 2.553085)
C (-0.781790, 2.175371, 1.660831)
N (-0.477718, 2.126907, 0.384771)
C (-0.664640, 3.403089, -0.080576)
C (-1.080602, 4.221751, 0.927751)
N (-1.152232, 3.429887, 2.040872)
H (-0.404820, 1.941019, 4.428129)
H (-0.437063, -0.375101, 5.452032)
H (-0.725423, -2.069883, 3.299960)
H (-0.485480, 3.657848, -1.111002)
H (-1.330289, 5.267606, 0.952866)
H (-1.516744, 3.719962, 2.932102)
C (4.479524, -1.372243, 0.242928)
N (3.406560, -1.105577, -0.712858)
C (3.699325, -1.267179, -2.137983)
C (2.159083, -1.136614, -0.316606)
N (1.056633, -1.138309, 0.020754)
H (5.327125, -0.730289, 0.008255)
H (4.795191, -2.416260, 0.195175)
H (4.133627, -1.146128, 1.248050)
H (4.518005, -0.601807, -2.407471)
H (2.820618, -1.001556, -2.720376)
H (3.983465, -2.297228, -2.362230)
F (-0.059939, -0.878462, -4.631165)
C (-0.842905, -0.935563, -3.539695)
C (-0.823148, -2.034300, -2.751137)
C (-1.645473, -2.051298, -1.584844)
C (-2.506661, -0.947524, -1.307000)
C (-3.063553, -0.906634, 0.029322)
C (-2.472874, 0.181090, -2.188085)
C (-1.669080, 0.180324, -3.281533)
H (-0.213560, -2.887748, -3.013421)
H (-1.832574, -3.006883, -1.107899)
H (-3.516194, -1.812813, 0.421148)
H (-3.592558, -0.001417, 0.308197)
H (-3.106419, 1.030195, -1.968252)
H (-1.637692, 1.016933, -3.966692)

Forces on the atoms, in the same order (eV/Å):
Pt 0.0126 -0.0678 -0.0166
N -0.0019 -0.0270 0.0026
C 0.0142 -0.0164 -0.0273
C -0.0073 0.0202 0.0499
N 0.0132 -0.0887 -0.0506
C -0.0048 0.1144 0.1502
C 0.0539 -0.1070 -0.2386
N -0.0373 0.1825 0.1431
C 0.0198 -0.0976 -0.0189
C -0.0309 0.0976 -0.0971
N 0.0023 -0.0372 0.1101
H -0.0066 0.0139 -0.0201
H 0.0001 -0.0038 -0.0013
H -0.0039 -0.0013 -0.0087
H 0.0139 0.0098 0.0015
H -0.0031 -0.0041 0.0005
H 0.0019 -0.0226 0.0070
C 0.0053 0.0079 0.0310
N 0.0112 0.0024 -0.0358
C -0.0054 -0.0088 -0.0179
C -0.0019 -0.0167 0.0565
N -0.0369 -0.0032 -0.0500
H -0.0079 0.0000 -0.0020
H -0.0076 -0.0021 -0.0049
H 0.0105 0.0010 0.0014
H -0.0057 0.0005 0.0047
H 0.0076 0.0112 -0.0073
H -0.0024 -0.0012 0.0094
F -0.0091 -0.0014 0.0090
C 0.0615 -0.0828 -0.0087
C 0.0023 0.0433 -0.0147
C -0.0217 0.0225 0.0525
C 0.0107 0.0329 0.0004
C -0.0022 -0.0204 0.0166
C -0.0029 -0.0072 -0.0085
C -0.0378 0.0466 -0.0032
H 0.0019 -0.0014 -0.0021
H 0.0097 0.0081 0.0032
H -0.0066 -0.0030 -0.0132
H -0.0023 0.0023 -0.0025
H -0.0006 0.0008 -0.0058
H -0.0057 0.0037 0.0065


Formula: C28H40BF4LiO12
Source: the Open Molecules 2025 dataset
Level of theory: ωB97M-V/def2-TZVPD

Values from the calculation:
Total energy: -66000.9496 eV
Kohn-Sham gap: 6.81 eV
LUMO energy: -0.51 eV
Energy above the lowest of the compared OMol25 structures with the same formula, charge and spin: 279.6 kJ/mol
Strongest force on any atom: 13.9 eV/A

Atoms and positions in Å:
Li (0.455291, 2.414384, -2.834721)
B (-0.120709, 0.093384, -0.701721)
F (0.898291, -0.558616, 0.052279)
F (-0.784709, -0.946616, -1.431721)
F (-1.003709, 0.673384, 0.113279)
F (0.349291, 1.129384, -1.486721)
C (-1.398709, 4.302384, -1.787721)
O (-0.518709, 4.394384, -2.847721)
H (-2.262709, 4.968384, -2.043721)
H (-1.074709, 4.896384, -0.929721)
H (-1.728709, 3.197384, -1.427721)
H (-0.558709, 5.286384, -3.222721)
C (-3.261709, -3.329616, -0.518721)
O (-3.864709, -4.497616, -1.071721)
H (-2.626709, -2.959616, -0.995721)
H (-2.778709, -3.514616, 0.510279)
H (-3.967709, -2.666616, -0.249721)
H (-3.320709, -4.539616, -1.904721)
C (2.706291, 1.013384, -4.398721)
O (2.262291, 2.107384, -3.517721)
H (1.879291, 0.171384, -4.342721)
H (3.713291, 0.910384, -3.957721)
H (2.837291, 1.193384, -5.346721)
H (3.119291, 2.534384, -3.248721)
C (-2.448709, 0.766384, -4.392721)
O (-1.074709, 0.999384, -4.152721)
H (-2.928709, 1.503384, -4.226721)
H (-2.679709, -0.015616, -3.759721)
H (-2.578709, 0.536384, -5.427721)
H (-0.694709, 0.275384, -3.830721)
C (-0.139709, -2.726616, 4.356279)
C (0.408291, -2.005616, 3.364279)
C (1.842291, -2.149616, 3.098279)
C (2.503291, -3.278616, 3.816279)
C (1.800291, -4.008616, 4.821279)
C (0.386291, -3.750616, 5.163279)
O (-0.202709, -4.588616, 5.985279)
O (2.506291, -1.529616, 2.054279)
H (-1.184709, -2.322616, 4.584279)
H (-0.222709, -1.134616, 3.121279)
H (3.472291, -3.619616, 3.616279)
H (2.346291, -4.859616, 5.291279)
H (-1.185709, -4.379616, 6.446279)
H (1.873291, -1.418616, 1.294279)
C (3.120291, -4.154616, -4.750721)
C (3.274291, -2.912616, -4.116721)
C (2.629291, -2.652616, -2.947721)
C (1.663291, -3.682616, -2.434721)
C (1.462291, -4.858616, -3.042721)
C (2.197291, -5.109616, -4.218721)
O (2.008291, -6.283616, -4.854721)
O (2.885291, -1.587616, -2.184721)
H (3.751291, -4.592616, -5.551721)
H (3.899291, -1.985616, -4.561721)
H (1.170291, -3.419616, -1.440721)
H (0.700291, -5.672616, -2.666721)
H (2.498291, -6.269616, -5.743721)
H (2.122291, -1.331616, -1.840721)
C (-4.413709, 1.738384, 4.145279)
C (-3.658709, 1.535384, 2.989279)
C (-4.184709, 2.171384, 1.800279)
C (-5.416709, 2.955384, 1.722279)
C (-6.182709, 3.057384, 2.888279)
C (-5.598709, 2.448384, 4.070279)
O (-6.329709, 2.581384, 5.246279)
O (-3.490709, 2.208384, 0.662279)
H (-4.154709, 1.461384, 5.079279)
H (-2.709709, 1.238384, 2.921279)
H (-5.616709, 3.236384, 0.759279)
H (-7.058709, 3.726384, 3.066279)
H (-6.852709, 3.489384, 5.303279)
H (-2.547709, 1.598384, 0.485279)
C (4.420291, 3.365384, 2.357279)
C (3.837291, 4.234384, 1.460279)
C (2.583291, 3.915384, 0.930279)
C (1.810291, 2.810384, 1.500279)
C (2.402291, 1.985384, 2.434279)
C (3.725291, 2.261384, 2.726279)
O (4.413291, 1.396384, 3.565279)
O (2.029291, 4.522384, -0.154721)
H (5.094291, 3.819384, 2.720279)
H (4.107291, 5.171384, 1.111279)
H (0.873291, 2.732384, 1.029279)
H (1.995291, 1.200384, 3.023279)
H (4.109291, 0.289384, 3.546279)
H (2.686291, 4.797384, -0.663721)

Forces on the atoms, in the same order (eV/Å):
Li -0.1988 0.0811 -0.2084
B -0.0705 -2.7390 0.0988
F 0.0563 0.5623 -0.7117
F 0.6698 0.8924 -0.3738
F -1.9750 1.0613 2.0844
F 1.1109 0.5059 -1.4098
C -2.9813 0.3733 2.1038
O 1.5408 -0.8738 -1.2426
H -0.2533 -1.3869 0.0370
H 0.7435 -0.7293 0.4214
H 0.9430 2.6498 -1.2873
H 0.1335 -0.5403 0.1432
C -6.8983 -7.3402 9.6002
O 1.7812 0.4688 -1.8105
H 9.6616 5.5888 -7.9477
H -0.4430 -0.3988 -1.2958
H -2.7504 2.5124 0.4335
H -1.3072 -0.7917 1.0245
C -1.4377 -1.9353 6.2720
O 0.9917 0.8060 -0.7683
H 2.2541 1.3474 0.3749
H -0.5274 -1.7950 -0.4612
H 0.2368 1.9827 -5.2539
H -1.7204 -0.3672 -0.1707
C 6.6305 -8.0316 -2.7613
O -0.8672 5.6633 -1.8095
H -6.0961 9.6765 2.5614
H -1.3163 -1.7440 1.0346
H -0.2216 -0.6125 -0.7639
H 2.1851 -4.8341 2.1033
C -3.8429 -0.7167 3.0279
C 3.9266 1.7643 -0.5986
C -1.1035 -2.9631 0.5567
C -3.9109 2.0095 0.3360
C -1.1088 0.3152 -0.0465
C 3.9073 1.3724 -3.5196
O -4.3935 -0.7037 3.3896
O -0.8943 -0.1903 0.0984
H 1.1326 -1.1459 -0.0281
H 0.8385 -0.4765 -0.8657
H 1.3413 0.0226 -0.5468
H -0.6430 0.7727 -0.2611
H 4.1267 -0.1215 -2.4374
H 0.7362 0.2021 1.0226
C -1.0763 -1.9892 0.6888
C 1.7161 2.3684 -1.4515
C -2.4219 -3.7580 0.6765
C 1.3415 3.6313 1.8368
C -1.3888 -2.5288 -0.6758
C 1.3034 1.7398 -0.6192
O 0.8317 -0.7754 -2.0772
O 5.1441 -0.5125 -2.3521
H -0.3864 1.0670 0.2685
H -1.1030 -2.6076 0.9871
H 0.5566 -0.4392 -1.4767
H 1.6982 1.8170 -0.7265
H -1.0793 -0.0210 2.0385
H -5.2044 2.0799 3.0147
C -1.2853 1.1280 -3.0573
C -5.0758 3.4247 -1.8075
C -0.3450 -0.1054 1.9549
C 1.9021 -2.7748 3.3203
C 1.8959 -0.2750 1.0486
C -1.9818 1.3457 -0.8570
O -1.2984 2.4291 0.6743
O 4.2329 -2.0709 -2.7090
H 1.1351 -1.1472 2.8539
H 3.5163 -1.6878 0.1230
H -0.9160 1.2410 -2.0405
H 0.6362 -0.8647 -0.6234
H 1.8345 -2.9365 -0.5291
H -4.0261 2.1544 1.5562
C -8.8501 -2.8527 -5.3643
C -3.7232 -1.4579 -1.4159
C -0.5827 -3.2164 1.9817
C 2.1127 2.1095 -1.1446
C 0.5022 1.3575 -0.8237
C 0.8649 -2.4402 1.7950
O -0.7808 -4.4038 0.4254
O -4.5887 -1.2577 2.9891
H 10.1160 4.2512 5.6441
H 1.7623 1.6830 -0.1301
H -1.3287 -0.6114 -0.0103
H -0.8184 -0.6578 -0.1820
H 0.8066 5.2289 -0.3821
H 4.3650 2.1417 -3.5658


Formula: CH5NOS2
Source: the Open Molecules 2025 dataset
Level of theory: ωB97M-V/def2-TZVPD

Values from the calculation:
Total energy: -26323.5761 eV
Kohn-Sham gap: 8.63 eV
LUMO energy: -0.55 eV
Energy above the lowest of the compared OMol25 structures with the same formula, charge and spin: 272.5 kJ/mol
Strongest force on any atom: 4.4 eV/A

Atoms and positions in Å:
C (1.500026, -0.441209, -0.763606)
N (-1.567387, 1.057988, 2.231979)
O (-2.273148, -0.747812, 0.479635)
S (0.965975, 1.273672, -0.520017)
S (-1.178239, -0.185933, 1.707009)
H (1.269220, -0.701093, -1.754925)
H (0.710219, -1.041976, -0.143179)
H (2.411304, -0.589254, -0.209939)
H (1.259859, 1.656662, -1.788962)
H (-3.097827, -0.281046, 0.762005)

Forces on the atoms, in the same order (eV/Å):
C -2.8227 -0.3781 3.3747
N -0.6060 2.5968 1.5700
O 0.2379 0.4927 1.5704
S 0.1790 0.4944 -0.7709
S -0.2800 -2.7212 -2.4029
H 0.7837 -0.6335 -1.2467
H 1.3734 0.8009 -1.0866
H 0.7111 -0.3845 -0.9063
H -0.1161 0.0849 0.5392
H 0.5398 -0.3525 -0.6409


Formula: C6H14NO
Source: the Open Molecules 2025 dataset
Level of theory: ωB97M-V/def2-TZVPD

Values from the calculation:
Total energy: -9972.2767 eV
Kohn-Sham gap: 4.91 eV
Total charge: +1
LUMO energy: -7.80 eV
Energy above the lowest of the compared OMol25 structures with the same formula, charge and spin: 768.8 kJ/mol
Strongest force on any atom: 4.4 eV/A

Atoms and positions in Å:
C (-0.440290, -1.463420, -1.199154)
C (-1.669411, -1.785750, -0.291499)
C (-0.947133, -0.576265, 0.181055)
C (-1.340387, 0.797873, -0.253162)
C (0.659992, 0.112297, 1.893222)
C (-0.213963, -0.804000, 1.411503)
N (1.827290, 2.715007, -0.133521)
H (0.484502, -1.973710, -0.991489)
H (-0.837480, -1.607908, -2.198553)
H (-1.730392, -2.720528, 0.252039)
H (-2.611614, -1.434762, -0.699046)
H (-1.950349, 0.917163, -1.144276)
H (-1.808249, 1.339078, 0.570616)
H (1.026457, 0.845914, 1.183619)
H (1.235434, -0.042507, 2.796912)
H (-0.302669, -1.824852, 1.767338)
H (2.341527, 3.216903, 0.565496)
H (2.025284, 1.820539, -0.547659)
H (1.517040, 3.356773, -0.845383)
H (-0.337347, 1.076313, -0.403982)
H (1.834434, -0.311288, -1.535989)
O (1.101385, 0.108517, -1.051267)

Forces on the atoms, in the same order (eV/Å):
C 2.1986 -2.3204 -1.8142
C 0.1952 2.8311 0.2593
C -3.1775 -0.5281 3.0428
C -0.3147 -0.6924 0.6095
C 0.4665 -1.1372 -0.8390
C 1.0481 0.4046 -0.6102
N -1.5432 0.6210 -0.3637
H -0.4024 -0.6520 0.0440
H 0.7279 1.4550 -0.4589
H 0.7945 0.0550 0.1494
H 0.1539 -0.4892 -0.7387
H 0.1137 -0.4598 -0.0965
H 0.2097 -0.0780 0.0429
H -0.5118 0.8000 0.5452
H -0.2494 0.0031 0.1365
H -0.1391 0.3307 0.7119
H 0.7262 -0.6926 -0.0279
H 0.9411 0.2929 0.4964
H -0.0036 0.0006 -0.0442
H 0.7498 2.3104 -0.4119
H -0.1710 -0.2306 -0.1612
O -1.8123 -1.8243 -0.4713